Record 1
Entry from the OMol25 dataset: a structure of composition C48H65Br2N3O3P2ReSi in a non-equilibrium geometry (ωB97M-V with the def2-TZVPD basis set).

## Properties
HOMO-LUMO gap (spin up / spin down) = 7.32 / 6.54 eV
ΔE to the lowest compared entry with this formula, charge and spin = 8.0 kcal/mol
HOMO energy (spin up / spin down) = -12.75 / -13.00 eV
Total charge = +2
2S+1 = 2

Each line ends with the Mulliken charge.
Positions of all 125 atoms, in Å:
Re: -0.5473 0.2612 -0.2371  3.05
C: 2.4300 1.0560 2.0043  -1.60
Si: 1.6048 -0.3077 1.0052  1.88
C: 2.8770 -0.8944 -0.2260  0.66
C: 4.2562 -0.7367 -0.1025  -0.49
C: 5.0972 -1.1117 -1.1382  -0.85
C: 4.5653 -1.6364 -2.3071  -1.27
C: 3.1976 -1.8245 -2.4418  -0.41
C: 2.3409 -1.4639 -1.3990  -0.71
P: 0.5283 -1.8491 -1.2803  0.91
C: 0.6748 -3.4913 -0.3298  2.20
C: 1.9484 -4.2852 -0.7627  -1.27
C: 1.8536 -5.7792 -0.4486  -1.01
C: 1.2748 -5.9836 0.9418  -0.85
C: -0.1629 -5.4425 1.0029  -0.61
C: -0.4903 -4.4742 -0.1455  -1.27
C: 0.1093 -2.1354 -3.1075  0.53
C: -0.1186 -3.6188 -3.4413  -0.87
C: -0.0514 -3.8372 -4.9531  -1.08
C: -1.0613 -2.9731 -5.6971  -0.80
C: -0.8715 -1.5028 -5.3396  -1.17
C: -0.9601 -1.2980 -3.8265  -0.05
C: 1.1469 -1.5305 2.3442  0.58
C: 2.1166 -2.3268 2.9606  -0.56
C: 1.8704 -2.9260 4.1829  -1.02
C: 0.6603 -2.6908 4.8245  -1.41
C: -0.3120 -1.9172 4.2160  -0.53
C: -0.0993 -1.3620 2.9493  0.16
P: -1.4032 -0.4911 1.9897  0.40
C: -2.8435 -1.6756 1.9059  0.86
C: -4.1144 -0.9963 1.3521  -0.95
C: -5.2235 -2.0208 1.1090  -0.86
C: -5.5778 -2.7401 2.4029  -1.00
C: -4.3403 -3.4353 2.9526  -0.95
C: -3.1869 -2.4569 3.1877  -0.33
C: -2.0656 1.0381 2.8534  -0.30
C: -3.1304 0.9497 3.9688  -1.37
C: -2.5944 0.6762 5.3712  -0.44
C: -1.4894 1.6519 5.7568  -1.52
C: -0.3907 1.6814 4.7011  -0.26
C: -0.9636 2.0040 3.3227  0.86
H: 3.1709 0.5846 2.6564  0.67
H: 1.7326 1.5824 2.6511  0.07
H: 2.9514 1.7864 1.3808  0.49
H: 4.6783 -0.3079 0.7984  0.49
H: 6.1676 -0.9874 -1.0418  0.48
H: 5.2225 -1.9141 -3.1203  0.45
H: 2.8349 -2.2756 -3.3550  0.55
H: 0.8716 -3.0821 0.6560  -1.22
H: 2.8075 -3.8742 -0.2271  0.18
H: 2.1682 -4.1558 -1.8204  0.36
H: 2.8510 -6.2140 -0.5231  0.51
H: 1.2387 -6.2938 -1.1924  0.36
H: 1.9067 -5.4613 1.6667  0.22
H: 1.2952 -7.0372 1.2181  0.53
H: -0.3278 -4.9255 1.9532  -0.09
H: -0.8800 -6.2642 0.9660  0.68
H: -1.4329 -4.0042 0.1267  0.34
H: -0.6681 -5.0215 -1.0730  0.59
H: 1.0464 -1.8245 -3.5677  1.10
H: -1.1082 -3.9085 -3.0692  0.26
H: 0.6084 -4.2657 -2.9553  -0.04
H: -0.2014 -4.8942 -5.1760  0.42
H: 0.9577 -3.5857 -5.2994  0.34
H: -2.0772 -3.2812 -5.4262  0.29
H: -0.9647 -3.1199 -6.7729  0.50
H: -1.6320 -0.8895 -5.8263  0.47
H: 0.1002 -1.1562 -5.7086  0.39
H: -1.9516 -1.6097 -3.5127  0.11
H: -0.8620 -0.2352 -3.5934  -0.36
H: 3.0833 -2.4618 2.4847  0.45
H: 2.6240 -3.5450 4.6519  0.52
H: 0.4719 -3.1132 5.8026  0.50
H: -1.2351 -1.7511 4.7436  0.48
H: -2.5066 -2.4339 1.1884  -0.08
H: -3.9113 -0.4191 0.4527  -0.01
H: -4.4890 -0.2805 2.0827  0.79
H: -4.8862 -2.7652 0.3812  0.21
H: -6.0956 -1.5244 0.6787  0.42
H: -6.3813 -3.4584 2.2381  0.45
H: -5.9470 -2.0151 3.1362  0.43
H: -4.0157 -4.2098 2.2476  0.32
H: -4.5669 -3.9429 3.8912  0.46
H: -2.3229 -3.0263 3.5218  0.04
H: -3.4622 -1.7701 3.9912  0.30
H: -2.5525 1.5011 1.9834  0.52
H: -3.9226 0.2479 3.7304  0.27
H: -3.6020 1.9386 3.9831  0.86
H: -2.2248 -0.3468 5.4450  -0.09
H: -3.4213 0.7470 6.0798  0.59
H: -1.0779 1.3946 6.7335  0.53
H: -1.9183 2.6549 5.8514  0.37
H: 0.1389 0.7251 4.6790  -0.03
H: 0.3522 2.4396 4.9607  0.64
H: -0.1788 2.0646 2.5797  -1.93
H: -1.4232 2.9982 3.3693  0.96
Br: -2.8090 4.3279 -2.3421  -0.14
C: -3.3811 2.5427 -2.3980  0.39
C: -4.5546 2.2009 -3.0985  -0.19
C: -4.9749 0.9021 -3.1680  -0.03
Br: -6.5560 0.4916 -4.0994  -0.16
C: -4.2277 -0.1345 -2.5460  1.06
C: -4.5490 -1.5056 -2.5857  -1.49
C: -3.7251 -2.3995 -1.9615  -1.11
C: -2.5910 -1.9379 -1.2849  0.50
N: -2.2364 -0.6674 -1.2205  0.69
C: -3.0627 0.2385 -1.8492  -0.53
C: -2.6464 1.5761 -1.7579  -0.20
O: -1.5390 1.8090 -1.0597  -0.54
H: -5.1258 2.9832 -3.5787  0.48
H: -5.4386 -1.8331 -3.1065  0.52
H: -3.9306 -3.4608 -1.9759  0.61
H: -1.9376 -2.6227 -0.7824  -1.19
C: 0.6539 4.6154 1.2581  -0.60
O: 1.0692 4.1054 -0.0379  -0.54
C: 0.8286 2.8568 -0.2910  0.10
O: 0.2882 2.0754 0.5109  -0.46
N: 1.2846 2.4402 -1.4875  -0.60
N: 0.8569 1.1794 -1.9314  -0.15
H: 0.9866 5.6463 1.2675  0.36
H: 1.1356 4.0436 2.0470  0.23
H: -0.4282 4.5521 1.3372  0.25
H: 1.6417 3.1157 -2.1478  0.33
H: 1.6682 0.6241 -2.2001  0.47
H: 0.2285 1.2994 -2.7215  0.53

Cartesian forces, eV/Å:
0.8 -0.6 -1.0
0.1 0.0 -0.1
0.0 0.1 0.5
-0.3 -0.2 -0.3
-0.1 0.0 0.0
0.1 0.0 -0.1
0.1 0.0 0.0
-0.2 0.0 0.1
0.1 0.1 0.3
0.2 0.1 0.0
0.1 0.0 -0.4
0.0 0.1 0.1
0.0 0.0 0.0
0.0 0.0 0.0
0.0 0.0 0.0
-0.1 0.0 -0.1
-0.1 -0.1 0.2
-0.1 0.0 0.0
0.0 0.0 0.0
0.0 0.0 0.0
0.0 0.0 0.0
0.1 0.0 0.1
0.2 0.1 0.0
0.0 0.1 0.0
0.0 0.0 0.0
0.0 0.0 0.0
0.0 0.0 0.0
-0.1 -0.1 0.0
-0.2 0.1 0.1
-0.1 0.0 0.0
0.0 -0.1 0.1
0.0 0.0 0.0
0.0 0.0 0.0
0.0 0.0 0.0
0.0 -0.1 -0.1
0.0 0.0 0.0
0.0 0.0 0.0
0.0 0.0 0.0
0.0 0.0 0.0
0.0 0.0 0.0
0.0 0.0 0.0
0.0 0.0 0.0
0.0 0.0 0.0
0.0 0.0 0.0
0.0 0.0 0.0
0.0 0.0 0.0
0.0 0.0 0.0
0.0 0.0 0.0
0.1 0.1 0.2
0.0 0.0 0.0
0.0 0.0 0.0
0.0 0.0 0.0
0.0 0.0 0.0
0.0 0.0 0.0
0.0 0.0 0.0
0.0 0.0 0.0
0.0 0.0 0.0
0.0 0.1 0.0
0.0 0.0 0.0
0.1 -0.1 -0.1
0.0 0.0 0.0
0.0 0.0 0.0
0.0 0.0 0.0
0.0 0.0 0.0
0.0 0.0 0.0
0.0 0.0 0.0
0.0 0.0 0.0
0.0 0.0 0.0
0.0 0.0 -0.1
0.0 0.1 0.0
0.0 0.0 0.0
0.0 0.0 0.0
0.0 0.0 0.0
0.0 0.0 0.0
0.0 0.1 0.0
0.0 0.0 0.0
0.0 0.0 0.0
0.0 0.0 0.0
0.0 0.0 0.0
0.0 0.0 0.0
0.0 0.0 0.0
0.0 0.0 0.0
0.0 0.0 0.0
0.0 0.0 0.0
0.0 0.0 0.0
0.0 0.0 0.1
0.0 0.0 0.0
0.0 0.0 0.0
0.0 0.0 0.0
0.0 0.0 0.0
0.0 0.0 0.0
0.0 0.0 0.0
0.0 0.0 0.0
0.0 0.0 0.0
0.0 0.0 0.0
0.0 0.0 0.0
0.0 0.0 0.0
0.0 0.0 0.0
0.0 0.0 0.0
0.0 0.0 0.0
0.0 0.0 0.0
0.0 0.0 0.0
-0.1 0.0 0.0
0.1 0.0 0.1
0.0 0.1 0.0
-0.4 0.0 0.0
0.1 -0.1 0.0
0.0 0.0 0.0
-0.3 0.1 0.2
0.0 0.0 0.0
0.0 0.0 0.0
0.0 0.0 0.0
0.0 -0.2 0.0
0.0 0.0 0.0
0.1 0.0 0.0
0.1 -0.1 -0.1
0.0 0.3 0.1
0.0 0.0 0.1
-0.2 -0.1 0.2
0.0 0.0 0.0
0.0 0.0 0.0
0.0 0.0 0.0
0.0 0.0 0.0
0.0 0.0 0.0
0.0 0.0 -0.1

---

Record 2
Entry from the OMol25 dataset: the ion C4H9N2OS with charge -1 in a non-equilibrium geometry (ωB97M-V with the def2-TZVPD basis set).

## Properties
HOMO-LUMO gap = 6.73 eV
ΔE to the lowest compared entry with this formula, charge and spin = 19.8 kcal/mol
HOMO energy = -2.90 eV
SMILES string = NC[C@@H](C[S-])NC=O
Total charge = -1

Each line ends with the Mulliken charge.
Positions of all 17 atoms, in Å:
O: 0.9818 -2.3959 -0.7368  -0.58
C: 1.6408 -1.3730 -0.6974  -0.04
N: 1.2757 -0.2442 -0.0531  -0.22
C: -0.0814 0.2937 -0.2125  0.24
C: -0.0060 1.8282 -0.4863  -1.23
S: 0.8780 2.2116 -1.9854  -0.54
C: -0.9955 0.0292 0.9799  -0.75
N: -1.8949 -1.1543 0.8869  -0.73
H: 2.6465 -1.3231 -1.1528  0.35
H: 1.8790 0.5702 -0.1157  0.32
H: -0.5143 -0.0873 -1.1186  0.33
H: 0.4310 2.2202 0.4492  0.34
H: -1.0470 2.1380 -0.5905  0.30
H: -1.6008 0.9130 1.1873  0.31
H: -0.3532 -0.1303 1.8532  0.33
H: -1.5904 -1.7500 0.1183  0.31
H: -1.6493 -1.7460 1.6743  0.27

Cartesian forces, eV/Å:
-0.3 0.1 -0.3
0.5 -0.1 0.4
-0.6 1.0 -0.1
-0.8 0.6 0.4
0.0 -1.2 0.5
0.6 0.3 -0.3
0.1 -0.5 0.5
0.5 -0.3 0.0
0.0 0.0 0.2
0.6 -0.5 -0.6
-0.3 -0.6 -0.5
-0.1 0.5 -0.2
0.0 0.2 0.3
-0.1 0.0 -0.1
0.0 0.3 0.0
0.0 0.3 -0.2
-0.3 0.0 0.1

---

Record 3
Entry from the OMol25 dataset: a cluster of 3 separate species, C17H28NO7S2 in total (ωB97M-V with the def2-TZVPD basis set).

## Properties
HOMO-LUMO gap = 9.15 eV
ΔE to the lowest compared entry with this formula, charge and spin = 0.0 kcal/mol
HOMO energy = -13.09 eV
Total charge = +1

Each line ends with the Mulliken charge.
Positions of all 55 atoms, in Å:
C: 1.2397 3.2806 1.7503  -0.83
C: 2.7501 3.2106 1.8985  0.09
O: 3.3703 4.4675 1.9426  -0.58
C: 3.3522 2.3485 0.7518  -1.31
C: 2.9529 0.9120 0.8338  0.36
C: 3.5790 0.0102 1.6732  -0.43
C: 3.1297 -1.3026 1.7538  0.57
C: 3.8780 -2.2420 2.6744  0.27
O: 4.9700 -1.9746 3.0632  -0.46
O: 3.2648 -3.4110 2.9667  -0.48
C: 2.0436 -1.7136 0.9843  -0.77
C: 1.4399 -0.7997 0.1527  -0.48
N: 1.9097 0.4539 0.0987  0.33
H: 0.7550 3.6035 2.6688  0.30
H: 1.0101 3.9956 0.9576  0.18
H: 0.8349 2.3167 1.4898  0.23
H: 2.9991 2.7185 2.8404  0.40
H: 3.2226 4.9322 1.1123  0.37
H: 3.0454 2.7653 -0.2107  0.44
H: 4.4370 2.4087 0.8263  0.43
H: 4.4232 0.3396 2.2618  0.62
H: 2.3325 -3.2780 3.1783  0.36
H: 1.6941 -2.7362 0.9928  0.75
H: 0.5959 -1.0561 -0.4736  0.48
H: 1.4205 1.0910 -0.5314  0.28
C: -2.5994 -5.3103 -1.6133  -0.58
C: -3.2297 -4.2835 -0.6626  -0.66
C: -2.0828 -3.4684 -0.0500  -0.58
S: -0.7589 -3.4849 -1.2715  1.18
O: 0.3834 -4.1586 -0.7020  -0.67
O: -0.5900 -2.1529 -1.8136  -0.71
C: -1.5831 -4.5408 -2.4520  -0.77
H: -3.3445 -5.7895 -2.2447  0.36
H: -2.0934 -6.0903 -1.0417  0.30
H: -3.8933 -3.6234 -1.2235  0.30
H: -3.8228 -4.7617 0.1142  0.34
H: -2.3518 -2.4334 0.1476  0.30
H: -1.6876 -3.9295 0.8532  0.40
H: -0.8368 -5.1655 -2.9372  0.42
H: -2.0630 -3.8913 -3.1832  0.35
C: -3.5678 3.0191 -1.1369  -0.59
C: -2.5502 4.0203 -1.7003  -0.72
C: -1.1884 3.6855 -1.0774  -0.74
S: -1.2335 1.9221 -0.7176  1.44
O: -1.1422 1.7129 0.7060  -0.71
O: -0.2792 1.2209 -1.5543  -0.82
C: -2.9128 1.6465 -1.2574  -0.83
H: -4.5096 3.0509 -1.6802  0.38
H: -3.7776 3.2414 -0.0890  0.30
H: -2.4954 3.9159 -2.7848  0.31
H: -2.8303 5.0488 -1.4837  0.36
H: -0.3541 3.8749 -1.7488  0.42
H: -1.0337 4.2000 -0.1317  0.35
H: -3.3554 0.8781 -0.6280  0.38
H: -2.8664 1.3062 -2.2919  0.39

Cartesian forces, eV/Å:
0.5 0.4 0.2
-0.2 -0.5 -0.2
0.1 0.0 0.1
0.0 0.1 0.1
-0.2 -0.3 -0.1
-0.1 0.0 0.0
-0.2 0.2 0.0
-0.2 -0.1 0.0
0.2 -0.1 -0.1
0.2 0.2 0.3
0.2 0.0 0.2
0.1 -0.1 0.1
0.3 0.2 0.2
0.0 0.1 0.0
-0.1 0.0 -0.1
-0.2 -0.2 0.0
0.1 0.1 0.1
-0.1 0.1 0.0
0.0 0.0 -0.1
0.0 0.0 -0.1
0.0 -0.1 0.0
-0.1 -0.1 -0.2
0.0 0.0 -0.1
0.0 0.2 -0.2
-0.2 -0.1 -0.1
0.0 0.0 0.1
0.0 0.0 0.0
-0.2 -0.1 0.0
-0.4 0.1 0.1
0.1 0.1 0.0
0.1 0.0 0.0
0.0 -0.2 0.0
0.0 0.0 0.0
0.0 0.0 0.0
0.0 0.0 0.0
0.0 0.0 0.0
0.1 0.0 0.0
0.0 0.0 0.0
0.1 0.0 0.0
0.0 0.0 0.0
0.1 0.1 0.0
0.0 -0.1 0.0
-0.1 0.1 -0.1
-0.3 0.3 -0.1
-0.1 -0.2 0.1
0.2 0.0 0.0
-0.1 -0.1 -0.1
0.0 0.0 0.0
0.0 0.0 0.0
0.0 0.0 0.0
0.0 0.0 0.0
0.0 0.0 0.0
0.0 -0.1 0.1
0.1 0.0 0.0
0.0 0.0 0.0

---

Record 4
Entry from the OMol25 dataset: a cluster of 2 separate species, CH6NO2 in total in a non-equilibrium geometry (ωB97M-V with the def2-TZVPD basis set).

## Properties
HOMO-LUMO gap = 5.70 eV
ΔE to the lowest compared entry with this formula, charge and spin = 32.3 kcal/mol
HOMO energy = -2.25 eV
Total charge = -1

Each line ends with the Mulliken charge.
Positions of all 10 atoms, in Å:
O: -3.6183 -1.2721 -0.8716  -0.67
H: -4.0133 -0.5322 -0.4050  0.31
N: 1.1185 1.1792 -0.3455  -0.72
C: 1.5878 -0.1348 0.4202  -0.21
O: 2.6297 0.0470 1.2935  -0.90
H: 1.9108 1.7995 -0.5334  0.25
H: 0.5842 1.8067 0.4065  0.21
H: 0.6282 -0.5362 0.7335  0.14
H: 2.0093 -0.7640 -0.3523  0.24
H: -2.8368 -1.5930 -0.3460  0.35

Cartesian forces, eV/Å:
0.9 -0.8 0.5
0.3 0.0 0.2
-1.6 1.1 2.3
3.0 2.3 0.0
-1.9 0.0 -0.2
0.3 -0.7 0.2
1.4 -1.9 -1.8
-0.6 -0.3 0.7
-0.5 -0.5 -1.1
-1.2 0.8 -0.7